# 1
{"formula": "C28H47BN3O14S", "method": "ωB97M-V/def2-TZVPD", "symbols": ["S", "O", "O", "O", "O", "O", "O", "O", "O", "O", "O", "O", "O", "O", "O", "N", "N", "N", "C", "C", "C", "C", "C", "C", "C", "C", "C", "C", "C", "C", "C", "C", "C", "C", "C", "C", "C", "C", "C", "C", "C", "C", "C", "C", "C", "C", "B", "H", "H", "H", "H", "H", "H", "H", "H", "H", "H", "H", "H", "H", "H", "H", "H", "H", "H", "H", "H", "H", "H", "H", "H", "H", "H", "H", "H", "H", "H", "H", "H", "H", "H", "H", "H", "H", "H", "H", "H", "H", "H", "H", "H", "H", "H", "H"], "xyz": [[-0.6829, 3.0696, 0.2475], [-0.1917, -0.2801, -4.9442], [1.9656, 2.6356, 3.0936], [4.3262, -2.6080, -3.5359], [3.1228, -0.9299, -1.0769], [1.7423, 7.0706, 4.5731], [5.4210, -0.5064, -1.7761], [-0.5779, 4.1587, -3.8162], [-3.7562, -0.9394, 1.7144], [-4.0550, 1.5254, 3.4335], [-3.7967, -0.2577, -0.6823], [0.5368, 1.9425, 5.4353], [0.5507, -0.9086, -0.0753], [0.6173, 6.3303, 7.0620], [0.5179, -1.9866, -3.3793], [2.0779, -5.2762, 1.2635], [-1.2325, 1.4746, -0.3294], [-2.4589, 2.7242, -3.2387], [0.2027, 2.1328, -2.4858], [-0.3048, -0.5938, 1.0660], [-4.1138, -1.6023, -1.1530], [-1.0447, -3.2511, 0.7590], [-2.8766, 2.2524, -4.6139], [0.9110, 3.0968, 5.2055], [-0.4489, -5.8395, 0.6442], [-1.7101, 1.1850, 2.2913], [0.8631, 5.4510, 6.1803], [1.0149, 0.3731, -0.6994], [1.1239, -5.7809, 0.1857], [0.6252, 4.1293, 6.2368], [-1.5292, 0.4839, 0.7800], [1.5039, 5.8954, 4.8689], [4.4631, -0.5214, -0.6296], [-0.8832, -4.6246, 1.7009], [-0.1932, -0.8748, -3.5821], [6.1073, -1.8046, -1.8885], [1.6486, 3.5269, 3.9403], [5.1593, -3.0430, -2.4009], [-3.0319, 2.1018, 2.4985], [-0.3383, 0.9334, -1.4651], [1.8748, 4.8509, 3.8780], [-0.9873, 3.0260, -3.1787], [-0.7245, -1.9928, 1.7876], [-3.3282, 3.8413, -2.7068], [2.3534, 0.2378, -1.6076], [-1.0805, -0.2295, -2.3740], [-3.0271, -0.2656, 0.6001], [6.9679, -1.6680, -2.6958], [-3.5189, -1.9297, 1.6988], [-1.9033, -4.9208, 2.2073], [-3.4479, -1.9246, -2.0865], [-1.8555, 0.2412, 3.0136], [-1.5372, -1.8847, 2.6541], [0.7918, 1.6776, -3.4225], [4.8572, -1.3961, 0.0809], [-2.1426, 1.7200, -0.8256], [0.2540, -2.3494, 2.3770], [5.7709, -4.0065, -2.7045], [4.4979, 0.4528, 0.0178], [-4.0319, 2.0063, -4.5653], [1.0492, 2.8101, -1.9804], [-4.0364, -2.4633, -0.3706], [-3.6131, 3.5721, -1.6037], [-4.2614, 3.9212, -3.4143], [-3.8253, 1.8380, 4.3788], [-3.5249, 2.5291, 1.5056], [3.0180, 1.2063, -1.3933], [-2.7571, 3.0988, -5.4429], [2.1085, -4.2261, 1.0951], [1.5007, -6.7942, -0.3200], [-2.0961, 0.1485, -2.8765], [0.7188, 3.1427, 0.1962], [-5.2332, -1.6157, -1.5626], [-0.2648, -3.3794, -0.1022], [3.4287, -3.0915, -3.5171], [-1.0971, -5.6473, -0.3394], [-0.8029, -6.8894, 1.0472], [6.6606, -2.1423, -0.8971], [0.1612, 3.7198, 7.1272], [3.0349, -5.5921, 0.9208], [2.3862, 5.2518, 3.0105], [2.2227, 0.1840, -2.7600], [-2.1613, -3.2505, 0.4096], [-2.6624, 3.0843, 3.0726], [4.4061, -3.3176, -1.5163], [1.3388, 1.0474, 0.2320], [-0.0927, -4.5002, 2.5562], [1.1862, -4.9732, -0.6910], [-2.8189, 4.8983, -2.6951], [0.4109, -0.0498, 1.8555], [-0.6918, 1.6523, 2.6961], [-1.4254, -1.1765, -1.7312], [-2.3496, 1.2487, -4.9622], [-0.9754, -0.5951, -5.4831]], "atomic_forces_ev_per_a": [[0.373, 1.631, 0.445], [-1.128, -1.261, 2.483], [-0.181, -0.439, -0.925], [-0.668, -1.375, 0.953], [0.796, 2.805, -0.053], [-0.332, -0.398, 0.631], [-0.633, -1.549, 2.050], [-2.248, -6.959, 4.050], [2.777, -0.796, -2.644], [1.738, 1.092, 0.159], [2.316, -1.311, 1.925], [0.062, -0.648, -0.868], [-0.326, 1.773, -0.296], [0.135, -0.776, -0.654], [-4.534, 7.236, -1.364], [0.648, 0.283, -2.024], [-0.115, -0.214, -1.753], [1.554, -0.346, -0.045], [-0.324, -0.051, -0.670], [1.226, 0.563, 1.616], [-1.457, -1.166, -1.530], [0.057, -0.707, 2.221], [-1.079, -0.154, -1.080], [-0.769, 1.595, 2.364], [-0.747, 0.172, -0.132], [0.183, -1.327, 0.905], [0.257, 2.960, 0.515], [-0.761, -0.523, 1.141], [-0.403, 0.749, -1.626], [-0.288, -3.396, -0.685], [-1.183, -1.662, 2.973], [0.840, -0.201, -1.806], [1.000, -1.998, 0.456], [-0.080, -0.599, -1.051], [3.256, -5.380, 0.360], [0.992, -0.868, -1.288], [-0.507, -1.330, 0.480], [-1.309, 0.051, 0.974], [0.752, 2.200, 1.728], [2.881, -0.188, -1.892], [0.135, 2.191, 0.046], [2.285, 6.386, -3.559], [1.084, -0.797, 0.054], [-0.366, 0.875, 0.158], [1.092, 0.213, 0.743], [-1.287, -0.916, -0.295], [-2.226, -1.168, -0.206], [-1.944, -0.017, 1.657], [-0.574, 2.221, 0.220], [1.961, 0.655, -1.035], [-1.152, 0.887, 2.029], [0.178, 2.082, -1.713], [1.686, -0.041, -2.186], [-1.570, 0.590, 2.092], [-1.199, 1.836, -1.393], [1.024, -0.311, 0.654], [-2.064, 0.998, -1.379], [-0.901, 2.057, 0.756], [-0.236, -1.468, -1.795], [2.371, 0.467, 0.036], [-2.399, -1.235, -1.139], [-0.085, 1.824, -1.198], [0.194, 0.614, -2.121], [1.680, -0.214, 1.699], [-0.279, -0.647, -2.449], [0.678, -1.360, 1.945], [-1.631, -1.923, -0.534], [0.030, -1.796, 1.715], [0.012, -1.662, 0.579], [-0.958, 2.084, 1.454], [2.358, -0.302, 1.207], [-1.189, -0.919, 0.145], [2.398, 0.151, 1.021], [-1.690, 0.774, 1.500], [2.256, 1.152, 0.234], [1.372, -0.513, 2.024], [1.037, 2.061, -0.637], [-1.327, 0.803, -1.771], [-0.061, -0.011, 0.061], [-1.490, 0.552, 0.798], [0.092, 0.049, -0.140], [0.050, -0.344, 2.096], [2.185, 0.091, 0.176], [-0.547, -2.014, -1.587], [1.765, 0.435, -1.702], [-0.905, -1.049, -2.011], [-1.417, -0.194, -1.809], [-0.365, -1.847, 1.500], [-0.752, -2.159, -0.180], [-1.629, -0.857, -1.558], [-2.093, -0.609, -1.057], [1.243, 2.221, -1.247], [-0.800, 2.341, 0.923], [1.202, 0.275, 1.131]], "charge": -1, "homo_lumo_gap_ev": 2.77, "e_lumo_ev": 0.493}

# 2
{"formula": "C2H3Br3ClP", "method": "ωB97M-V/def2-TZVPD", "symbols": ["Br", "Br", "Br", "Cl", "P", "C", "C", "H", "H", "H"], "xyz": [[1.4237, -3.0304, -0.6330], [1.2946, 0.4807, -3.6170], [-2.1004, -0.2829, -2.8484], [1.1042, 0.0035, -0.2631], [-0.1269, -1.2418, -3.3088], [0.2912, -1.5036, -0.5791], [-1.0490, -1.7520, 0.0244], [-1.7892, -0.9441, 0.0307], [-1.7406, -2.5377, -0.4250], [-0.7895, -2.2088, 0.9529]], "atomic_forces_ev_per_a": [[0.011, 0.152, 0.194], [-0.623, -0.550, 0.090], [0.295, 0.033, -0.313], [-0.507, -0.761, 0.281], [0.262, 0.452, 1.624], [-0.178, 0.521, -2.643], [-1.468, -0.991, -0.915], [0.962, 0.477, 0.553], [1.620, 0.469, -0.275], [-0.374, 0.197, 1.404]], "charge": 0, "homo_lumo_gap_ev": [7.42, 7.17], "e_lumo_ev": [-0.873, -1.211]}

# 3
{"formula": "C2H6ClNO", "method": "ωB97M-V/def2-TZVPD", "symbols": ["Cl", "O", "N", "C", "C", "H", "H", "H", "H", "H", "H"], "xyz": [[2.3618, 0.3215, -0.3102], [-0.0561, 0.5843, 0.5584], [0.6363, -0.1445, -0.4017], [0.1499, 0.3273, -1.6940], [-0.2155, -0.1448, 1.8186], [-0.4414, 0.6945, 2.5541], [0.6507, -0.1438, -2.4185], [-1.1078, -0.7028, 1.6937], [0.6584, -0.6364, 2.1068], [-0.7888, -0.0104, -1.8500], [0.2753, 1.3250, -1.7668]], "atomic_forces_ev_per_a": [[-0.102, 0.010, 0.074], [0.275, 0.109, 0.365], [-0.148, -0.675, 0.475], [0.902, -0.754, 2.866], [-1.212, 3.505, -0.569], [0.373, -1.119, -0.810], [2.574, -1.707, -2.648], [-0.507, -1.150, 0.225], [1.258, -1.046, 0.272], [-3.455, -0.645, 0.139], [0.040, 3.472, -0.389]], "charge": 0, "homo_lumo_gap_ev": 10.42, "smiles": "CON(C)Cl", "e_lumo_ev": 0.995}

# 4
{"formula": "C4H7N2O2", "method": "ωB97M-V/def2-TZVPD", "symbols": ["O", "O", "N", "N", "C", "C", "C", "C", "H", "H", "H", "H", "H", "H", "H"], "xyz": [[0.3824, -2.5734, -1.4975], [1.8166, 0.3879, -0.5019], [-1.4970, 0.7775, -0.4740], [0.0351, 1.2137, 1.7907], [0.9233, -0.3497, -0.6695], [-0.6899, -0.2302, 0.0704], [0.8972, -1.5597, -1.6972], [-0.0914, -0.0067, 1.3569], [0.1955, -0.8711, 1.7957], [-0.4292, 1.9968, 1.3014], [1.6493, -1.2867, -2.4336], [-1.1917, 1.6409, -0.0572], [0.4753, 1.3383, 2.6393], [-1.4281, 0.7107, -1.5733], [-1.0475, -1.1883, -0.0503]], "atomic_forces_ev_per_a": [[-1.832, -2.275, 0.457], [0.294, 0.321, -0.110], [0.619, -0.687, -2.740], [-1.032, -1.023, -1.684], [-2.138, -0.791, -0.094], [2.044, 1.258, 0.868], [2.863, 3.132, 0.393], [-2.591, 2.755, -2.604], [1.492, -2.084, 2.165], [0.789, -0.591, 0.971], [0.109, -0.402, -1.032], [-0.459, 0.694, -1.342], [1.129, 0.927, 2.088], [-0.481, 0.943, 2.963], [-0.805, -2.178, -0.299]], "charge": 1, "homo_lumo_gap_ev": 8.37, "smiles": "N[C@H](C=[NH2+])C(=O)C=O", "e_lumo_ev": -5.242}

# 5
{"formula": "C19H28Cl48NPSi", "method": "ωB97M-V/def2-TZVPD", "symbols": ["Cl", "Cl", "Cl", "Cl", "Cl", "Cl", "Cl", "Cl", "Cl", "Cl", "Cl", "Cl", "Cl", "Cl", "Cl", "Cl", "Cl", "Cl", "Cl", "Cl", "Cl", "Cl", "Cl", "Cl", "Cl", "Cl", "Cl", "Cl", "Cl", "Cl", "Cl", "Cl", "Cl", "Cl", "Cl", "Cl", "Cl", "Cl", "Cl", "Cl", "Cl", "Cl", "Cl", "Cl", "Cl", "Cl", "Cl", "Cl", "P", "Si", "N", "C", "C", "C", "C", "C", "C", "C", "C", "C", "C", "C", "C", "C", "C", "C", "C", "C", "C", "C", "H", "H", "H", "H", "H", "H", "H", "H", "H", "H", "H", "H", "H", "H", "H", "H", "H", "H", "H", "H", "H", "H", "H", "H", "H", "H", "H", "H"], "xyz": [[0.1969, -1.9950, -6.3123], [-6.3837, -3.3487, -3.9012], [-2.8144, 8.1010, -1.5313], [-3.2341, 3.1101, 7.5933], [-5.0039, 4.3742, 5.6659], [1.2044, 0.5451, -7.3116], [-9.2856, -8.1613, -0.4591], [1.1871, -3.2644, -2.0538], [10.2521, -3.5915, -0.6364], [-2.0424, 4.4592, -0.1871], [1.0018, -2.3940, 0.7303], [-1.0116, -1.6079, -1.2059], [-3.7888, 1.8053, 5.0598], [-3.6709, -4.4544, -5.8469], [-2.1562, 2.1044, -2.3164], [9.0878, -8.0678, 3.0404], [-5.0956, -4.8831, -1.8094], [8.0588, -7.1395, 0.4911], [-6.4888, -7.4461, -0.1070], [-5.1703, 13.3122, 3.5725], [-0.6504, 5.2554, 2.2522], [-2.2760, 4.9642, -5.6708], [-0.0777, -4.6724, 5.5627], [-3.4728, 5.8659, 1.9158], [-0.2501, -1.2347, -9.0778], [-3.5960, 10.4772, -0.0468], [-3.3777, -4.3963, -8.7374], [-1.1841, 9.0469, 0.6749], [6.6997, -3.7160, -0.6549], [3.8553, -4.2562, -0.5557], [0.5081, 4.4005, -5.0883], [5.7160, 1.0927, -4.7473], [-8.0147, -8.5094, 2.1261], [2.7645, -5.2730, 5.5657], [9.8410, -5.4476, 2.0466], [-0.4849, 0.5926, -4.1569], [8.5472, 0.9907, -5.4004], [5.5513, -4.9721, 1.6957], [-4.4536, -2.0903, -7.3340], [-3.3526, 11.0869, 3.1758], [1.6489, -3.5194, 7.5945], [-0.6871, 3.4128, -7.5421], [-7.6605, -5.7491, -2.8894], [11.7492, -1.4518, -1.9129], [8.8452, -1.4103, -1.9299], [0.6026, 1.4954, -1.6222], [-3.1156, 12.7543, 5.5485], [7.6114, 2.7189, -3.2606], [-0.1335, 0.9130, 5.9790], [0.2379, -0.7528, 4.4798], [-1.0578, 0.4474, 7.1737], [-0.5204, 1.8569, -2.9341], [0.8573, -1.1322, -7.7093], [-3.3300, -3.4481, -7.2506], [-4.2198, 12.0547, 4.3652], [5.4528, -4.8079, -0.0559], [10.2897, -2.4358, -1.9612], [0.1076, -2.8742, -0.7075], [-1.6977, 1.5423, 2.0924], [1.3540, -4.9163, 6.5627], [-0.6762, 4.7191, -6.3645], [-2.2509, 9.5245, -0.6538], [-1.9244, 5.6602, 1.0994], [9.4258, -7.1036, 1.6064], [-4.4355, 2.8445, 6.3324], [-7.7803, -8.5412, 0.3782], [-6.6465, -4.3664, -2.4895], [7.3587, 1.1994, -4.1156], [-1.1626, -0.6886, 3.2190], [-0.8617, 0.2662, 2.0435], [-5.2805, 2.3366, 6.7768], [1.1258, 1.3766, 6.4148], [1.7854, -1.6122, -7.9883], [-4.9038, 11.4038, 4.8924], [-2.7305, 1.3381, 2.3750], [-1.6762, 10.1355, -1.3363], [7.4977, 0.3931, -3.4093], [-7.1582, -3.7798, -1.7388], [1.1721, -5.7700, 7.2008], [-1.6872, 2.0317, 1.1199], [-1.9080, 1.0003, 7.1883], [-2.3325, -3.0476, -7.1385], [10.2845, -2.9854, -2.8927], [1.5330, -0.5404, 3.7855], [-1.6610, 6.6090, 0.6515], [-1.0775, -0.2488, 1.1074], [-1.3064, -1.7118, 2.8756], [-0.4599, -3.7643, -0.4729], [-0.3798, 5.6302, -6.8661], [-0.2023, 2.7748, -3.4114], [-2.0458, -0.3582, 3.7706], [-0.6464, 1.9882, 5.2210], [5.6253, -5.7825, -0.4927], [0.1921, 0.5498, 2.0428], [-1.2888, 2.2624, 2.8036], [10.2765, -7.5392, 1.1006], [-7.4903, -9.5451, 0.0998], [0.2268, -2.0188, 5.2251]], "atomic_forces_ev_per_a": [[0.039, -0.013, 0.007], [-0.068, 0.067, 0.020], [0.002, -0.007, -0.010], [-0.059, 0.098, 0.015], [0.000, 0.007, -0.011], [0.054, -0.051, -0.004], [-0.005, 0.011, -0.025], [-0.038, 0.002, 0.042], [0.043, 0.036, -0.055], [0.051, 0.171, 0.093], [0.085, -0.050, -0.004], [-0.176, -0.141, -0.003], [-0.037, 0.051, -0.011], [0.071, -0.054, -0.009], [-0.049, -0.163, -0.093], [-0.001, -0.015, 0.012], [0.004, 0.023, -0.028], [0.086, -0.081, -0.093], [-0.026, -0.085, 0.103], [-0.017, 0.012, -0.003], [0.012, -0.029, -0.005], [-0.015, 0.004, 0.007], [-0.048, -0.193, 0.008], [-0.014, -0.011, 0.020], [-0.028, -0.039, -0.011], [-0.023, -0.026, -0.187], [0.017, 0.011, -0.007], [0.085, 0.161, 0.029], [-0.007, -0.011, 0.009], [0.115, -0.085, 0.031], [0.148, 0.148, -0.117], [-0.015, 0.001, -0.008], [0.006, -0.006, 0.017], [0.018, -0.011, -0.035], [-0.031, -0.036, 0.051], [-0.049, -0.005, -0.007], [0.017, -0.004, -0.020], [-0.072, 0.056, 0.068], [-0.002, 0.025, -0.003], [-0.004, 0.028, 0.150], [-0.012, 0.009, 0.014], [-0.025, 0.056, 0.002], [-0.012, 0.049, -0.071], [0.005, 0.000, -0.010], [0.028, -0.022, 0.033], [0.022, 0.111, 0.033], [0.008, -0.004, 0.001], [0.002, 0.014, 0.003], [-0.290, -0.410, 0.531], [-0.144, 0.115, -0.340], [-0.119, 0.019, -0.283], [0.079, 0.003, 0.024], [-0.040, 0.014, -0.014], [-0.022, -0.007, 0.012], [0.026, 0.001, 0.014], [-0.017, 0.043, 0.027], [0.032, 0.037, -0.008], [-0.058, 0.103, -0.186], [0.256, 0.097, -0.053], [0.015, 0.046, 0.021], [-0.074, -0.058, 0.025], [-0.035, -0.054, 0.020], [-0.024, 0.041, -0.045], [-0.015, 0.026, 0.048], [-0.004, -0.006, -0.017], [0.025, -0.007, 0.038], [0.023, 0.011, -0.050], [-0.009, -0.007, 0.008], [0.640, 0.233, 0.312], [-0.495, 0.046, 0.162], [-0.013, -0.001, 0.007], [0.148, 0.207, -0.246], [-0.001, -0.037, 0.003], [-0.009, -0.008, 0.008], [-0.061, -0.015, -0.110], [0.011, 0.008, -0.005], [-0.017, 0.001, -0.008], [0.006, -0.009, 0.030], [-0.002, -0.017, 0.002], [-0.076, 0.033, -0.004], [0.058, -0.167, 0.237], [0.052, 0.036, -0.036], [-0.019, 0.007, -0.020], [0.060, -0.040, 0.057], [-0.041, -0.119, -0.013], [0.166, 0.049, 0.062], [-0.220, -0.057, -0.016], [-0.019, -0.006, 0.020], [0.014, 0.012, 0.001], [-0.083, -0.083, 0.140], [-0.211, -0.232, -0.125], [0.314, 0.132, -0.167], [-0.010, -0.017, -0.002], [0.086, -0.098, -0.249], [-0.087, -0.014, 0.117], [0.010, -0.003, -0.011], [0.000, -0.014, -0.004], [0.112, 0.152, 0.149]], "charge": 0, "homo_lumo_gap_ev": 8.06, "e_lumo_ev": 0.181}

# 6
{"formula": "C3H6N2", "method": "ωB97M-V/def2-TZVPD", "symbols": ["N", "N", "C", "C", "C", "H", "H", "H", "H", "H", "H"], "xyz": [[0.8441, -1.1892, -2.2689], [-0.1063, 0.2431, -0.6550], [0.6088, -0.0559, -1.7697], [0.1684, 0.1692, 0.5646], [-0.8454, 0.4640, 1.6095], [0.8891, 0.8209, -2.3532], [-0.5147, 1.3102, 2.2118], [-1.8044, 0.6922, 1.1541], [0.5372, -1.9709, -1.6932], [1.1713, -0.0900, 0.9261], [-0.9481, -0.3937, 2.2738]], "atomic_forces_ev_per_a": [[0.386, -0.480, -0.342], [-1.191, 0.214, 0.465], [0.583, 0.086, -0.508], [0.413, -0.005, 0.055], [-0.069, 0.060, 0.065], [0.036, 0.078, 0.042], [-0.009, 0.025, 0.098], [-0.035, 0.012, -0.011], [-0.169, 0.147, 0.177], [0.063, -0.110, -0.130], [-0.008, -0.025, 0.088]], "charge": 0, "homo_lumo_gap_ev": 10.43, "smiles": "[H]/N=C\\N=C\\C", "e_lumo_ev": 0.995}